(1)
The following is a quantum chemistry calculation of a gas-phase ion, C2H3N4S (charge +1), from the OMol25 dataset.

XYZ file:
```
10
Properties=species:S:1:pos:R:3
C 0.37 -0.30 -0.03
C -0.88 -0.03 -0.87
N 1.09 -1.31 0.08
N 1.77 -2.19 0.20
N -0.42 1.64 1.00
N 0.53 0.77 0.90
S -1.76 1.33 0.09
H -0.58 0.20 -1.89
H -1.46 -0.99 -1.16
H 1.34 0.86 1.67
```

Values from the calculation:
Multiplicity: 1
E_LUMO (alpha / beta): -6.06 / -6.05 eV
Relative energy (zero: lowest compared OMol25 entry of this formula, charge and spin): 29.79 kcal per mole
Total charge: +1
Orbital gap (alpha / beta): 7.458 / 7.461 eV

Atom charges from the Löwdin analysis, given in e for atoms 1 to 4: number 1, C, carries -0.32; number 2, C, carries -0.29; number 3, N, carries 0.00; number 4, N, carries 0.34

---

(2)
The following is a quantum chemistry calculation of a molecular structure, C41H43BN9P2Pb, from the OMol25 dataset.

XYZ file:
```
97
Properties=species:S:1:pos:R:3
Pb -0.35 0.79 -3.00
C 3.63 -1.19 -0.21
C 3.08 0.18 -0.18
C 3.80 1.32 -0.34
C 2.91 2.38 -0.26
N 1.69 1.96 0.02
N 1.75 0.57 0.06
B 0.59 3.06 -0.01
N 0.33 3.71 -1.32
C 0.19 5.03 -1.65
C 0.30 5.18 -3.00
C 0.54 3.89 -3.47
C 0.86 3.55 -4.88
N 0.50 2.99 -2.48
N -1.23 1.43 -0.16
C -1.83 1.22 1.97
C -2.91 0.15 1.91
C -2.72 -0.17 -0.71
C -3.81 -0.86 -1.39
N -1.97 0.78 -1.23
N 0.38 3.76 1.18
C -0.21 4.97 1.52
C -0.12 5.12 2.86
C 0.44 3.88 3.35
C 0.65 3.47 4.76
N 0.77 3.11 2.34
H 3.38 -1.80 0.68
H 4.72 -1.14 -0.26
H 3.20 -1.75 -1.06
H 4.85 1.42 -0.55
H 3.09 3.43 -0.39
H 0.09 5.81 -0.93
H 0.31 6.10 -3.55
H 1.83 4.07 -5.13
H 0.10 3.92 -5.56
H 1.05 2.52 -5.15
H -1.46 1.58 2.90
H -4.54 0.78 3.07
H -4.72 -0.65 -0.81
H -3.69 -1.94 -1.36
H -3.94 -0.48 -2.39
H -0.58 5.63 0.78
H -0.43 5.95 3.49
H 1.17 4.28 5.31
H 1.18 2.53 4.80
H -0.29 3.35 5.25
C 0.32 -3.03 1.14
N 0.63 -1.86 0.19
P 0.63 -0.41 1.00
C 1.22 -0.52 2.67
C 0.25 -0.71 3.67
C 0.61 -0.90 4.97
C 1.98 -0.93 5.27
C 2.96 -0.76 4.29
C 2.58 -0.55 2.98
C -1.05 0.39 0.91
C -2.25 -0.53 0.72
C -4.35 0.48 2.05
C -4.61 1.64 1.12
C -3.64 2.30 0.50
C -2.19 2.21 0.86
P 0.51 -2.11 -1.52
C -1.08 -2.91 -2.00
C -1.45 -2.65 -3.32
C -2.55 -3.29 -3.88
C -3.29 -4.17 -3.09
C -2.97 -4.38 -1.75
C -1.86 -3.78 -1.21
C 1.72 -3.42 -1.97
C 1.78 -3.74 -3.33
C 2.54 -4.76 -3.78
C 3.27 -5.52 -2.87
C 3.21 -5.22 -1.50
C 2.44 -4.17 -1.06
H 1.06 -3.05 1.91
H 0.35 -3.94 0.56
H -0.64 -2.91 1.60
H -0.80 -0.71 3.43
H -0.12 -1.10 5.74
H 2.33 -1.11 6.28
H 4.01 -0.77 4.52
H 3.32 -0.38 2.22
H -2.09 -1.62 0.76
H -4.99 -0.36 1.89
H -5.66 1.90 0.93
H -3.94 3.15 -0.12
H -1.83 3.22 1.02
H -0.87 -1.98 -3.97
H -2.80 -3.10 -4.92
H -4.14 -4.70 -3.50
H -3.57 -5.01 -1.12
H -1.60 -4.02 -0.18
H 1.20 -3.12 -4.02
H 2.64 -4.98 -4.84
H 3.93 -6.32 -3.27
H 3.81 -5.79 -0.79
H 2.48 -3.91 -0.03
```

Values from the calculation:
Multiplicity: 2
E_LUMO (alpha / beta): -11.83 / -11.82 eV
Total charge: +4
Orbital gap (alpha / beta): 6.365 / 6.370 eV

Atom charges from the Löwdin analysis, given in e for atoms 1 to 4: number 1, Pb, carries 1.47; number 2, C, carries 0.00; number 3, C, carries -0.25; number 4, C, carries 0.07

---

(3)
The following is a quantum chemistry calculation of C3H7NO3S in the gas phase, from the OMol25 dataset.

XYZ file:
```
15
Properties=species:S:1:pos:R:3
N 1.21 0.51 0.23
C 0.27 -0.35 0.86
C -1.11 -0.44 0.11
O -0.82 -0.57 -1.26
C -0.19 0.45 -1.77
S -0.86 2.27 -1.55
O -2.13 1.95 -0.87
O 0.14 2.86 -0.66
H 0.94 1.49 0.11
H 1.73 0.12 -0.54
H 0.06 0.03 1.86
H 0.69 -1.35 0.93
H -1.67 -1.33 0.41
H -1.69 0.47 0.28
H 0.15 0.22 -2.78
```

Values from the calculation:
Multiplicity: 1
E_LUMO: -0.96 eV
Relative energy (zero: lowest compared OMol25 entry of this formula, charge and spin): 64.98 kcal per mole
Total charge: 0
Structure (SMILES): NCCOC=S(=O)=O
Orbital gap: 7.768 eV

Atom charges from the Löwdin analysis, given in e for atoms 1 to 4: number 1, N, carries 0.05; number 2, C, carries -0.21; number 3, C, carries -0.14; number 4, O, carries -0.06

---

(4)
The following is a quantum chemistry calculation of C4H9N3 in the gas phase, from the OMol25 dataset.

XYZ file:
```
16
Properties=species:S:1:pos:R:3
H -1.43 2.01 0.10
N -0.54 2.40 0.44
C 0.34 1.46 0.47
N 1.59 1.70 0.95
C -0.04 0.07 -0.02
C 0.76 -0.48 -1.17
N -1.04 -0.50 0.57
C -1.43 -1.83 0.10
H 1.60 2.59 1.45
H 1.98 0.95 1.50
H 1.14 -1.47 -0.92
H 0.13 -0.54 -2.06
H 1.61 0.17 -1.39
H -0.69 -2.58 0.38
H -1.60 -1.85 -0.98
H -2.38 -2.10 0.57
```

Values from the calculation:
Multiplicity: 1
E_LUMO: 0.85 eV
Relative energy (zero: lowest compared OMol25 entry of this formula, charge and spin): 19.74 kcal per mole
Total charge: 0
Structure (SMILES): [H]/N=C(N)\C(C)=N\C
Orbital gap: 10.088 eV

Atom charges from the Löwdin analysis, given in e for atoms 1 to 4: number 1, H, carries 0.04; number 2, N, carries 0.12; number 3, C, carries -0.48; number 4, N, carries 0.11

---

(5)
The following is a quantum chemistry calculation of a molecular structure, CH4N2O2S, from the OMol25 dataset.

XYZ file:
```
10
Properties=species:S:1:pos:R:3
C 0.47 0.25 0.48
N -1.29 -0.92 -1.12
N -0.90 0.37 0.06
O -3.20 -0.63 0.72
O -1.30 -1.95 1.31
S -1.85 -1.00 0.45
H 0.40 1.22 1.02
H 0.78 -0.63 0.93
H 0.96 0.28 -0.51
H -1.93 -0.36 -1.69
```

Values from the calculation:
Multiplicity: 1
E_LUMO: 0.13 eV
Relative energy (zero: lowest compared OMol25 entry of this formula, charge and spin): 83.08 kcal per mole
Total charge: 0
Orbital gap: 11.410 eV

Atom charges from the Löwdin analysis, given in e for atoms 1 to 4: number 1, C, carries -0.14; number 2, N, carries -0.03; number 3, N, carries -0.15; number 4, O, carries -0.28

---

(6)
The following is a quantum chemistry calculation of a molecular structure, C32H44NO5PdSi, from the OMol25 dataset.

XYZ file:
```
84
Properties=species:S:1:pos:R:3
C -2.68 3.77 -2.45
C -2.48 3.07 -1.10
C -1.35 3.59 -3.25
C -0.29 3.20 -2.20
H -1.12 4.55 -3.71
H -1.48 2.85 -4.05
C -0.98 3.23 -0.81
H -2.74 2.01 -1.24
H -3.13 3.48 -0.33
C -0.37 2.11 -0.01
H -0.83 4.20 -0.32
H 0.51 3.95 -2.21
C 0.39 1.78 -2.25
C -3.94 3.28 -3.18
C -3.06 5.24 -2.31
O -2.57 6.15 -2.96
O -4.46 2.19 -3.01
O -4.44 4.22 -4.01
O -4.02 5.45 -1.41
C -4.48 6.80 -1.36
H -5.27 6.82 -0.61
H -4.87 7.09 -2.34
H -3.65 7.47 -1.09
C -5.64 3.78 -4.66
H -5.48 2.81 -5.14
H -5.86 4.56 -5.39
H -6.45 3.69 -3.93
O 0.25 1.17 -0.88
H -1.12 1.55 0.57
H 0.40 2.52 0.66
C 1.87 1.93 -2.56
C -0.26 0.81 -3.21
H -0.16 1.17 -4.24
H -1.32 0.67 -2.98
H 0.23 -0.17 -3.14
H 2.39 0.97 -2.53
H 2.36 2.62 -1.85
H 2.00 2.35 -3.57
Pd 0.63 -1.52 1.51
C 2.18 -1.00 3.56
C 1.96 -0.04 2.51
C 0.60 0.42 2.65
H 2.70 0.39 1.83
C -0.01 -0.33 3.71
C 0.98 -1.15 4.29
H 0.86 -1.71 5.22
H 3.15 -1.44 3.82
H 0.19 1.30 2.17
H -1.03 -0.20 4.07
C -0.70 -3.26 0.45
C -0.93 -3.62 1.81
C -1.48 -2.51 2.49
H -0.75 -4.61 2.24
C -1.65 -1.44 1.55
C -1.18 -1.90 0.27
H -1.23 -1.34 -0.65
H -0.32 -3.91 -0.33
H -1.80 -2.49 3.53
H -2.12 -0.48 1.73
C 1.99 -1.72 -0.92
Si 2.82 -3.02 0.17
C 2.76 -4.69 -0.68
C 4.59 -2.48 0.44
N 2.03 -3.20 1.72
C 2.32 -4.03 2.75
C 1.53 -4.20 3.92
C 1.98 -4.88 5.05
C 3.22 -5.54 5.02
C 3.99 -5.49 3.85
C 3.54 -4.79 2.74
H 2.79 -1.40 -1.60
H 1.61 -0.77 -0.48
H 1.17 -2.15 -1.52
H 3.25 -4.61 -1.66
H 3.27 -5.46 -0.10
H 1.72 -5.01 -0.84
H 4.65 -1.50 0.93
H 5.17 -3.20 1.03
H 5.07 -2.40 -0.55
H 0.54 -3.75 3.92
H 1.36 -4.91 5.95
H 3.57 -6.09 5.90
H 4.95 -6.01 3.80
H 4.14 -4.77 1.82
```

Values from the calculation:
Multiplicity: 5
E_LUMO (alpha / beta): 1.90 / 1.90 eV
Relative energy (zero: lowest compared OMol25 entry of this formula, charge and spin): 0.00 kcal per mole
Total charge: -1
Orbital gap (alpha / beta): 1.697 / 5.446 eV

Atom charges from the Löwdin analysis, given in e for atoms 1 to 4: number 1, C, carries -0.23; number 2, C, carries -0.05; number 3, C, carries -0.02; number 4, C, carries -0.15

---

no.,energy (eV),largest force on an atom (eV/A)
1,-18906.901,4.892
2,-81087.357,1.997
3,-21689.156,1.318
4,-8763.669,2.799
5,-19008.321,4.451
6,-56978.460,2.517